No. 1
The following is a DFT calculation (wB97M-V/def2-TZVPD) of a molecular structure, C28H54Br4Cl2KN5NaO11P2S2 at a distorted geometry.

Results
HOMO level = -6.53 eV
LUMO level = -4.6 eV
Net charge = +1

Cartesian coordinates (Å):
C1 3.2982 2.2130 5.6085
C2 3.1171 0.6661 5.1072
O1 3.7268 -0.0479 5.9475
N1 2.5226 0.3333 3.8349
C3 3.1862 1.2655 2.9607
C4 2.7505 2.6498 2.2881
O2 4.4393 1.1305 2.7867
C5 1.4772 -0.6260 3.5788
C6 0.5658 -0.7325 4.9437
Br1 1.2627 -1.8649 6.4528
C7 -0.0728 0.5780 5.5695
C8 0.3795 0.9138 7.1088
Br2 -0.0424 2.3070 4.6266
N2 0.3437 -0.2342 2.6325
C9 0.5806 0.3061 1.3204
C10 -0.1303 1.7089 0.8972
C11 -1.1464 1.4942 -0.3913
S1 -0.2243 1.4365 -2.0261
O3 0.2091 0.0252 -2.3657
O4 0.9288 2.3945 -2.0990
O5 -1.3030 1.8998 -3.2391
C12 -0.6354 -1.3079 2.4000
N3 -1.9761 -1.0870 2.4555
C13 -2.6116 0.2200 2.7363
C14 -3.8450 0.5682 1.7331
C15 -4.9484 -0.6013 1.6767
Cl1 -4.7202 2.0502 2.4394
N4 -0.2982 -2.6904 2.2290
Br3 -0.7743 -3.5394 0.6945
C16 0.7696 -3.1801 3.1183
P1 1.1028 -4.9961 2.7840
N5 1.5360 -5.6990 4.1889
C17 2.0180 -2.1124 3.0856
C18 2.5041 -2.2147 1.5695
C19 3.7136 -1.3602 1.0132
O6 4.7988 -1.9177 0.6814
P2 3.4961 -2.8063 4.0984
O7 4.0438 -4.2873 3.3565
Br4 5.4665 -1.7260 3.8890
H1 3.1127 2.3185 6.7234
H2 4.4195 2.4292 5.4321
H3 2.7254 2.9743 5.0042
H4 1.7048 3.0228 2.5129
H5 2.8596 2.6399 1.1387
H6 3.4736 3.4453 2.7064
H7 -0.3602 -1.4142 4.8160
H8 -1.2096 0.4243 5.7410
H9 1.4980 0.9106 7.2687
H10 -0.1619 0.2460 7.8641
H11 0.0226 1.9866 7.3492
H12 0.1360 -0.4140 0.5193
H13 1.6589 0.4061 0.9188
H14 -0.5983 2.2945 1.7745
H15 0.7055 2.4224 0.4571
H16 -1.9984 2.2751 -0.4154
H17 -1.6511 0.4578 -0.3067
H18 -2.1714 1.5343 -2.9267
H19 -2.6383 -1.8787 2.3297
H20 -3.1397 0.0894 3.7605
H21 -1.9116 1.0964 2.8769
H22 -3.5139 0.7557 0.6633
H23 -5.7110 -0.2738 0.8800
H24 -4.5252 -1.6107 1.3497
H25 -5.5085 -0.6736 2.6651
H26 0.3098 -3.2684 4.1780
H27 2.1417 -5.3017 1.8535
H28 -0.1229 -5.7071 2.4674
H29 2.4512 -6.1531 4.0904
H30 2.8433 -3.3032 1.3692
H31 1.6873 -2.0666 0.7592
H32 3.6894 -0.2360 0.7388
H33 4.6004 -4.7364 4.0368
C20 -1.6344 -1.1946 -4.5813
C21 -2.7307 -1.9753 -5.3272
C22 -2.8956 -1.3845 -6.7404
O8 -3.8833 -1.8038 -4.6656
H34 -1.8685 -0.1295 -4.4854
H35 -1.4675 -1.5945 -3.5755
H36 -0.6828 -1.2701 -5.1232
H37 -2.3308 -2.9962 -5.4709
H38 -3.1785 -0.3260 -6.7190
H39 -3.6570 -1.9248 -7.3117
H40 -1.9548 -1.4591 -7.2995
Cl2 -2.6028 -5.3128 1.1398
K1 -0.1623 4.0884 0.6172
C23 -5.9837 0.9271 -8.7521
C24 -5.6182 2.3709 -9.1043
C25 -4.2181 2.3522 -9.7213
S2 -4.0271 0.7422 -10.4797
O9 -2.9942 0.0220 -9.7747
O10 -4.0203 0.8904 -11.9175
C26 -5.6117 0.0970 -9.9735
H41 -7.0425 0.8255 -8.5056
H42 -5.4012 0.5995 -7.8848
H43 -6.3366 2.7613 -9.8326
H44 -5.6538 3.0221 -8.2279
H45 -4.1023 3.1255 -10.4813
H46 -3.4439 2.4604 -8.9598
H47 -5.5282 -0.9683 -9.7597
H48 -6.3160 0.2628 -10.7917
C27 8.5546 2.7222 1.4702
C28 7.5288 3.7778 1.1091
O11 6.2523 3.1772 0.9153
H49 8.6224 1.9682 0.6822
H50 9.5405 3.1697 1.6161
H51 8.2662 2.2001 2.3874
H52 7.8089 4.2816 0.1819
H53 7.4474 4.5304 1.9001
H54 6.0070 2.7405 1.7429
Na1 -5.0078 -6.5964 1.4158


No. 2
The following is a DFT calculation (wB97M-V/def2-TZVPD) of a molecular structure, C28H54IrP2Si at a distorted geometry.

Results
ΔE to the lowest compared entry with this formula, charge and spin = 92.24 kcal per mole
Spin multiplicity = 5
HOMO level (spin up / spin down) = -9.31 / -9.45 eV
LUMO level (spin up / spin down) = -2.4 / -5.2 eV
Net charge = +1

Cartesian coordinates (Å):
Ir1 0.8093 -2.2608 -2.9155
C1 1.6108 0.2201 -0.1162
C2 1.3122 1.3009 -1.0125
C3 -0.0282 1.4697 0.8667
C4 0.7430 0.2921 0.9785
C5 0.3354 2.0989 -0.3658
C6 2.9305 -0.3974 0.0726
H1 3.6011 -0.3092 -0.7881
H2 2.8605 -1.4458 0.3857
H3 3.3677 0.1608 0.9191
C7 1.0275 -0.3516 2.2640
H4 1.6439 -1.2641 2.1879
H5 0.1268 -0.6025 2.8403
H6 1.6338 0.3754 2.8670
C8 -0.7375 2.1264 1.9783
H7 -0.0356 2.7498 2.5565
H8 -1.1584 1.3887 2.6703
H9 -1.5191 2.7786 1.5577
C9 -0.0123 3.4868 -0.7203
H10 0.5578 4.2025 -0.1002
H11 -1.0829 3.6443 -0.5245
H12 0.2270 3.6925 -1.7710
C10 2.1364 1.8010 -2.1293
H13 2.6620 2.7102 -1.7732
H14 1.5093 2.1069 -2.9801
H15 2.8833 1.0775 -2.4836
C11 -0.1909 -4.5369 -3.6039
C12 1.1922 -3.9356 -3.6901
C13 1.7899 -3.5509 -5.0405
C14 1.2557 -2.2087 -5.5815
C15 0.4066 -1.4080 -4.6348
C16 -0.9044 -1.9622 -4.2663
C17 -1.5439 -3.0269 -5.0986
C18 -1.0086 -4.4652 -4.8733
H16 1.5179 -4.3808 -5.6800
H17 0.5987 -2.3854 -6.4543
H18 2.8858 -3.5403 -4.9063
H19 -0.5163 -4.8493 -5.7976
H20 -0.1332 -5.5411 -3.2300
H21 1.8620 -4.4177 -2.9704
H22 -1.8723 -5.1497 -4.7942
H23 -2.6384 -3.0591 -4.9174
H24 -1.6571 -1.2251 -4.0417
H25 -1.4560 -2.7644 -6.1827
H26 2.1319 -1.6090 -5.8471
H27 0.4635 -0.3290 -4.6768
P1 -0.8446 -3.5566 -2.1996
P2 -1.7849 -0.3410 -1.6254
C19 -2.5828 -3.2320 -2.1157
C20 -3.0166 -1.7316 -2.0835
H28 -2.8531 -3.7752 -1.2037
H29 -3.0313 -3.7597 -2.9484
H30 -3.5406 -1.4254 -3.0167
H31 -3.7495 -1.6628 -1.2724
C21 -2.9052 0.8810 -0.8964
H32 -2.3446 1.3195 -0.0690
H33 -3.8230 0.4124 -0.5467
H34 -3.1363 1.6638 -1.6209
C22 -1.4167 0.7892 -3.1090
H35 -2.0111 0.5518 -4.0084
H36 -0.3448 0.7254 -3.3459
H37 -1.6327 1.8296 -2.8233
C23 0.0510 -4.4573 -0.9202
H38 0.5219 -3.7646 -0.2331
H39 0.8015 -5.1220 -1.3283
H40 -0.7236 -5.0253 -0.4003
C24 2.7769 -1.7954 -2.6078
H41 2.8837 -0.7164 -2.5312
H42 3.2828 -2.0935 -3.5631
H43 3.2172 -2.2986 -1.7411
C25 -3.3112 -3.4966 1.8669
Si1 -2.3839 -1.8355 1.9165
C26 -3.6331 -0.4520 1.8143
C27 -1.6835 -1.6821 3.6596
C28 -1.1552 -1.9055 0.4999
H44 -4.0918 -3.4566 2.6435
H45 -2.6228 -4.3231 2.0998
H46 -3.7850 -3.6850 0.8921
H47 -4.1833 -0.3958 2.7613
H48 -3.1903 0.5355 1.6638
H49 -4.3788 -0.6268 1.0356
H50 -0.7624 -2.2658 3.7799
H51 -1.5007 -0.6439 3.9680
H52 -2.4370 -2.0979 4.3411
H53 -0.0993 -2.0254 0.7844
H54 -1.4391 -2.7530 -0.1525


No. 3
The following is a DFT calculation (wB97M-V/def2-TZVPD) of a molecular structure, C28H54NbO5 at a distorted geometry.

Results
HOMO level = -4.50 eV
LUMO level = 2.6 eV
Net charge = -1

Cartesian coordinates (Å):
C1 5.1733 1.5934 4.0678
C2 3.8591 0.8996 4.4308
C3 3.2745 0.0820 3.2671
O1 3.4781 0.7068 2.0304
Nb1 1.8933 1.0515 0.8437
C4 0.6059 1.9562 2.4929
C5 -0.4498 1.0308 3.1217
C6 -1.7321 0.9022 2.2883
C7 -2.4923 -0.4076 2.5725
C8 -3.9856 -0.2349 2.9241
C9 -4.9453 -0.5725 1.7553
C10 -5.5236 -1.9818 1.8281
C11 -4.6264 -3.0642 1.2557
O2 -4.8924 -3.2368 -0.1313
C12 -4.5076 -4.5188 -0.5838
C13 0.3134 1.4215 -0.7325
C14 -0.4777 2.7290 -0.6377
C15 -1.5733 2.7109 -1.6853
O3 -2.4437 3.8715 -1.5555
C16 -3.4282 3.8304 -2.4704
C17 -3.1127 4.4711 -3.7878
O4 -4.4903 3.3641 -2.2362
C18 1.0184 -1.0591 0.9971
C19 1.1793 -1.8333 -0.3443
C20 2.3661 -2.7587 -0.3817
C21 3.2722 -2.6774 -1.4515
C22 4.3654 -3.5387 -1.5427
C23 4.5656 -4.4997 -0.5581
C24 3.6764 -4.5855 0.5186
C25 2.5872 -3.7223 0.6053
H1 4.9984 2.6447 3.8885
H2 5.6143 1.1322 3.1933
H3 5.8879 1.4736 4.8779
H4 3.1023 1.6134 4.7456
H5 3.9852 0.2015 5.2549
H6 2.2271 -0.1274 3.4998
H7 3.7882 -0.8854 3.2518
H8 2.9083 0.4158 -0.5745
H9 2.5657 2.7294 0.4463
H10 0.1232 2.8895 2.2033
H11 1.3068 2.2374 3.2841
H12 -0.0628 0.0448 3.3663
H13 -0.7589 1.4670 4.0783
H14 -2.3568 1.7522 2.5425
H15 -1.4853 0.9419 1.2339
H16 -2.4264 -1.0193 1.6788
H17 -2.0088 -0.9775 3.3613
H18 -4.2124 -0.9365 3.7261
H19 -4.1821 0.7581 3.3146
H20 -5.7552 0.1532 1.7549
H21 -4.4076 -0.4203 0.8232
H22 -5.7337 -2.2387 2.8612
H23 -6.4419 -2.0101 1.2482
H24 -3.5671 -2.8342 1.3757
H25 -4.8140 -4.0015 1.7837
H26 -5.2474 -5.2627 -0.2935
H27 -3.5272 -4.7841 -0.1905
H28 -4.4207 -4.4768 -1.6644
H29 -0.3823 0.5794 -0.7759
H30 0.8210 1.4313 -1.6971
H31 0.1748 3.5646 -0.8750
H32 -0.9759 2.8749 0.3129
H33 -1.1510 2.6426 -2.6887
H34 -2.1780 1.8150 -1.5424
H35 -2.0863 4.2567 -4.0636
H36 -3.7500 4.0288 -4.5399
H37 -3.2693 5.5399 -3.7126
H38 1.4300 -1.6468 1.8162
H39 -0.0558 -0.9799 1.1621
H40 1.2388 -1.1654 -1.1940
H41 0.2926 -2.4600 -0.4846
H42 3.1160 -1.9218 -2.2042
H43 5.0337 -3.4435 -2.3831
H44 5.4020 -5.1811 -0.6134
H45 3.8196 -5.3288 1.2883
H46 1.8942 -3.7878 1.4298
C26 0.9809 1.4052 -6.0634
C27 1.5641 1.4799 -4.6585
C28 3.0345 1.8683 -4.6764
O5 1.3929 0.2423 -3.9813
H47 1.5012 0.6431 -6.6506
H48 -0.0732 1.1274 -6.0248
H49 1.0716 2.3611 -6.5831
H50 1.0060 2.2118 -4.0721
H51 3.6179 1.1192 -5.2203
H52 3.4239 1.9153 -3.6592
H53 3.1849 2.8376 -5.1561
H54 1.8752 -0.4392 -4.4607


No. 4
The following is a DFT calculation (wB97M-V/def2-TZVPD) of 8 unconnected molecules or ions with the total composition C28H54O13S3 at a distorted geometry.

Results
ΔE to the lowest compared entry with this formula, charge and spin = 325.53 kcal per mole
SMILES = C[C@H]1COC(=O)O1.O=S1(=O)CCCC1.O=S1(=O)CCCC1.O=S1(=O)CCCC1.CC(C)=O.CC(C)=O.CC(C)=O.CC(C)=O
HOMO level = -8.32 eV
LUMO level = 0.0 eV

Cartesian coordinates (Å):
C1 -2.0849 -0.4581 0.9496
C2 -1.3014 -0.6442 -0.3722
C3 -1.4767 0.4238 -1.5109
O1 -0.3092 1.1401 -1.5963
C4 0.6340 0.5896 -0.8384
O2 1.8122 0.9127 -0.8764
O3 0.1104 -0.4894 -0.1480
H1 -1.7396 -1.1088 1.7529
H2 -3.1496 -0.6290 0.7906
H3 -2.1392 0.5534 1.3521
H4 -1.5236 -1.6340 -0.7708
H5 -2.2589 1.1490 -1.2862
H6 -1.6728 -0.0906 -2.4517
O4 -1.0357 5.5846 0.8889
S1 -0.7872 4.1164 0.8467
O5 0.1657 3.6704 -0.1535
C5 -0.3897 3.6597 2.5683
C6 -1.3215 2.4879 2.8077
C7 -2.7369 2.8316 2.2142
C8 -2.4277 3.2208 0.8295
H7 -0.7043 4.5037 3.1822
H8 0.6822 3.5678 2.7438
H9 -0.7714 1.6850 2.3169
H10 -1.2479 2.2448 3.8677
H11 -3.0634 3.7248 2.7468
H12 -3.4753 2.0347 2.3030
H13 -3.1824 3.7458 0.2439
H14 -2.2351 2.3690 0.1772
O6 1.5203 -4.2373 -2.1543
S2 1.1206 -2.8811 -1.8364
O7 -0.1923 -2.3135 -2.1191
C9 1.3274 -2.8569 -0.0191
C10 2.8793 -2.8679 0.1175
C11 3.5759 -2.1106 -0.9979
C12 2.6161 -1.8962 -2.1684
H15 0.7880 -3.6304 0.5276
H16 1.0575 -1.8635 0.3394
H17 3.1460 -2.6148 1.1436
H18 3.2087 -3.9058 0.0698
H19 4.5252 -2.6078 -1.1973
H20 3.8607 -1.1481 -0.5728
H21 2.8290 -2.2257 -3.1854
H22 2.1774 -0.9221 -2.3847
O8 4.6996 -1.2780 -4.6995
S3 4.6415 0.1274 -4.4345
O9 5.8018 0.9349 -4.8209
C13 3.2376 0.7014 -5.4761
C14 2.1961 1.2210 -4.4636
C15 2.4086 0.5516 -3.0578
C16 3.9247 0.6953 -2.7603
H23 2.9295 -0.0682 -6.1838
H24 3.6058 1.5081 -6.1100
H25 2.1235 2.3048 -4.3737
H26 1.2497 0.7698 -4.7618
H27 2.0333 -0.4708 -3.1022
H28 1.8146 1.0353 -2.2824
H29 4.3133 0.0021 -2.0143
H30 4.3003 1.7070 -2.6070
C17 -1.1215 -3.8374 0.6410
C18 -2.4434 -4.2260 -0.0792
C19 -3.5032 -5.0058 0.7253
O10 -2.6707 -3.8061 -1.2371
H31 -0.5834 -4.7741 0.7862
H32 -1.3294 -3.5061 1.6584
H33 -0.6156 -3.0151 0.1350
H34 -4.3938 -5.2850 0.1622
H35 -3.6858 -4.8023 1.7805
H36 -3.1002 -6.0053 0.8889
C20 1.4925 0.6233 5.0410
C21 0.9109 0.8727 3.7152
C22 -0.3283 0.0876 3.3750
O11 1.5165 1.5338 2.8349
H37 0.8615 1.1879 5.7275
H38 2.5300 0.9365 5.1580
H39 1.3160 -0.4052 5.3559
H40 0.0416 -0.7507 2.7846
H41 -1.0197 0.5656 2.6810
H42 -0.9142 -0.2502 4.2299
C23 -6.3758 -1.0484 2.0374
C24 -4.9313 -1.4319 1.7745
C25 -4.3807 -1.7166 0.4331
O12 -4.1760 -1.4951 2.7227
H43 -7.0174 -1.8815 2.3243
H44 -6.7428 -0.6354 1.0978
H45 -6.4496 -0.2184 2.7400
H46 -4.8000 -2.5839 -0.0768
H47 -3.3324 -1.8639 0.6931
H48 -4.4878 -0.8985 -0.2792
C26 2.7529 3.2268 0.5522
C27 2.2034 3.9175 -0.6610
C28 2.0695 3.0709 -1.9744
O13 1.8455 5.0898 -0.7088
H49 2.3251 2.2287 0.6453
H50 2.3931 3.7594 1.4325
H51 3.8118 2.9791 0.4786
H52 2.2515 3.7068 -2.8407
H53 1.1421 2.4981 -1.9756
H54 2.8492 2.3366 -1.7717


No. 5
The following is a DFT calculation (wB97M-V/def2-TZVPD) of 11 unconnected molecules or ions with the total composition C28H54O23S5 at a distorted geometry.

Results
ΔE to the lowest compared entry with this formula, charge and spin = 0.00 kcal per mole
HOMO level = -9.03 eV
LUMO level = 0.1 eV

Cartesian coordinates (Å):
C1 8.7849 15.2929 -21.7644
C2 7.7236 15.9222 -20.8729
O1 8.3777 17.1046 -20.4262
C3 9.6920 17.0707 -20.7093
O2 10.4742 17.9283 -20.4475
O3 9.9816 15.9258 -21.3523
H1 8.6557 15.5489 -22.8220
H2 8.8451 14.2060 -21.6876
H3 7.4347 15.2901 -20.0340
H4 6.8449 16.1178 -21.4849
C4 11.9496 13.4428 -21.5947
C5 11.8701 14.4102 -22.7634
O4 12.4677 13.6499 -23.8240
C6 13.2684 12.7200 -23.2762
O5 14.0118 12.0032 -23.8665
O6 13.1154 12.6732 -21.9350
H5 11.0481 12.8301 -21.6160
H6 12.1020 13.9512 -20.6463
H7 12.5246 15.2794 -22.6344
H8 10.8812 14.7703 -23.0277
C7 13.4455 13.5600 -14.6149
C8 14.3464 12.4950 -13.9581
O7 15.2349 13.3726 -13.1941
C9 14.7950 14.6294 -13.1794
O8 15.3060 15.5483 -12.6073
O9 13.6835 14.7614 -13.9067
H9 12.3926 13.3190 -14.5079
H10 13.7273 13.7844 -15.6424
H11 14.9062 11.9079 -14.6749
H12 13.7571 11.9027 -13.2637
C10 17.9553 16.8016 -14.6817
C11 17.7542 15.2588 -14.7006
O10 16.6798 15.1330 -15.6061
C12 16.1764 16.2862 -16.0061
O11 15.2369 16.4294 -16.7319
O12 16.8283 17.3000 -15.3954
H13 18.9186 17.0476 -15.1300
H14 17.9976 17.1541 -13.6522
H15 17.4915 14.8276 -13.7377
H16 18.6109 14.7559 -15.1488
C13 16.0038 14.4404 -21.3502
C14 16.2388 15.1451 -22.6815
O13 17.6118 14.8600 -22.9952
C15 18.0934 13.9930 -22.0864
O14 19.1437 13.4420 -22.1632
O15 17.2562 13.8309 -21.0490
H17 15.2318 13.6906 -21.5174
H18 15.7342 15.1460 -20.5690
H19 16.1289 16.2125 -22.5523
H20 15.5416 14.7393 -23.4096
C16 12.8462 17.2518 -17.9956
C17 13.3358 16.0106 -18.7384
O16 12.7895 14.9323 -17.9863
C18 11.9147 15.3803 -17.1070
O17 11.3491 14.6149 -16.3680
O18 11.8359 16.7046 -17.1112
H21 12.3662 18.0207 -18.5946
H22 13.6322 17.7168 -17.3939
H23 14.3950 15.8389 -18.9002
H24 12.9134 16.0343 -19.7500
C19 12.4576 18.5222 -14.5903
S1 13.9711 19.5159 -14.8960
O19 14.1296 19.5965 -16.3924
C20 13.2521 21.1007 -14.3879
H25 11.5835 18.9309 -15.0935
H26 12.2584 18.5560 -13.5176
H27 12.7510 17.5278 -14.9183
H28 12.9885 20.9944 -13.3343
H29 12.3040 21.2013 -14.9242
H30 13.8287 21.9901 -14.6202
C21 9.3689 13.8039 -18.6792
S2 8.6142 12.4152 -19.5838
O20 8.5609 12.8031 -21.0591
C22 10.1146 11.3850 -19.3165
H31 10.1947 14.1832 -19.2795
H32 9.6577 13.5665 -17.6557
H33 8.6454 14.6083 -18.5228
H34 11.0007 11.9900 -19.4782
H35 10.1045 10.5290 -19.9910
H36 10.1231 10.9518 -18.3161
C23 14.8281 18.9215 -23.2128
S3 14.2017 18.2843 -21.6464
O21 13.8233 16.8377 -21.9620
C24 15.7406 18.3126 -20.7223
H37 15.4008 18.1596 -23.7388
H38 15.3372 19.8713 -23.0459
H39 13.9948 19.1813 -23.8671
H40 15.6839 17.8910 -19.7172
H41 16.0700 19.3506 -20.6968
H42 16.4622 17.6560 -21.2130
C25 12.2294 15.8952 -10.8902
S4 11.3684 14.3892 -11.5502
O22 10.1591 13.9759 -10.7615
C26 10.6956 15.3137 -12.9551
H43 12.9977 16.0429 -11.6424
H44 12.6357 15.5730 -9.9324
H45 11.5007 16.6818 -10.7156
H46 10.0449 16.1081 -12.5971
H47 10.2053 14.6469 -13.6637
H48 11.5105 15.7450 -13.5384
C27 12.9943 20.8353 -19.0088
S5 14.3759 21.7894 -19.6765
O23 14.4543 21.6541 -21.1822
C28 13.7070 23.4683 -19.4632
H49 12.0407 21.3210 -19.2048
H50 13.1529 20.5108 -17.9789
H51 13.0639 19.8903 -19.5543
H52 13.4214 23.6447 -18.4272
H53 12.8128 23.4034 -20.0845
H54 14.4356 24.1838 -19.8243